Computed, not measured: C16H32O25S6 as an isolated structure, with ωB97M-V/def2-TZVPD.

For the orbital gap, the calculation gives 9.495 eV. The value obtained for the energy above the lowest of the compared OMol25 structures with the same formula, charge and spin is 0.000 eV. The HOMO energy is -0.34964 Ha. As for the spin multiplicity: 1.

Structure (XYZ):
```
79
Properties=species:S:1:pos:R:3:lowdin_charge:R:1
C -0.458 1.590 -10.597 -0.14
C -1.949 1.897 -10.395 -0.16
C -2.352 1.156 -9.083 -0.20
O -1.180 1.194 -8.318 -0.18
C -0.020 1.138 -9.142 -0.19
H 0.132 2.390 -11.045 0.10
H -0.271 0.699 -11.196 0.10
H -2.523 1.528 -11.245 0.10
H -2.099 2.976 -10.357 0.11
H -2.623 0.107 -9.199 0.12
H -2.999 1.799 -8.485 0.12
H 0.226 0.083 -9.016 0.10
H 0.913 1.554 -8.761 0.11
C 0.888 3.535 7.071 -0.22
C 1.141 3.528 5.590 -0.17
O -0.133 3.853 5.010 -0.21
S -1.446 3.952 6.032 0.76
O -2.493 3.021 5.613 -0.24
O -1.765 5.323 6.345 -0.23
O -0.482 3.248 7.232 -0.21
H 1.202 4.511 7.440 0.13
H 1.522 2.807 7.577 0.14
H 1.581 2.569 5.315 0.13
H 1.851 4.346 5.464 0.13
C 7.540 -1.246 -1.905 -0.23
C 6.136 -1.528 -2.310 -0.20
O 6.068 -2.315 -3.494 -0.18
S 7.624 -2.372 -4.109 0.77
O 7.619 -1.731 -5.476 -0.29
O 8.303 -3.660 -4.075 -0.24
O 8.283 -1.271 -3.071 -0.19
H 8.055 -2.001 -1.310 0.14
H 7.630 -0.275 -1.419 0.14
H 5.695 -0.599 -2.672 0.13
H 5.521 -1.952 -1.516 0.14
C 3.210 6.600 -2.452 -0.19
C 3.426 8.078 -2.682 -0.19
O 2.368 8.669 -1.949 -0.20
S 2.423 7.965 -0.460 0.73
O 1.186 8.008 0.338 -0.24
O 3.674 8.173 0.175 -0.22
O 2.445 6.485 -1.253 -0.21
H 4.105 5.978 -2.438 0.13
H 2.691 6.019 -3.215 0.13
H 3.173 8.441 -3.678 0.14
H 4.386 8.406 -2.284 0.13
C 0.280 -3.046 7.536 -0.18
C -0.194 -4.344 6.941 -0.21
O 0.549 -4.511 5.772 -0.19
S 2.047 -3.843 5.880 0.74
O 2.561 -3.381 4.592 -0.23
O 2.827 -4.751 6.732 -0.25
O 1.453 -2.656 6.823 -0.21
H 0.329 -3.055 8.625 0.13
H -0.407 -2.245 7.264 0.13
H -1.279 -4.271 6.860 0.14
H 0.002 -5.086 7.715 0.13
C -2.444 0.356 -1.330 -0.20
C -1.100 0.756 -0.690 -0.18
O -0.558 -0.364 -0.035 -0.20
S -1.725 -1.511 0.269 0.74
O -2.453 -1.036 1.416 -0.24
O -1.397 -2.932 0.177 -0.22
O -2.571 -1.002 -1.059 -0.21
H -2.416 0.467 -2.414 0.12
H -3.383 0.856 -1.091 0.13
H -1.399 1.458 0.089 0.13
H -0.522 1.247 -1.473 0.13
C -7.981 -6.229 4.326 -0.14
C -6.753 -7.083 3.979 -0.19
O -7.123 -7.965 2.927 -0.20
S -8.738 -8.333 2.978 0.78
O -8.896 -9.699 3.501 -0.26
O -9.454 -7.926 1.714 -0.28
O -9.069 -7.152 4.104 -0.23
H -8.077 -5.495 3.525 0.13
H -8.024 -5.842 5.344 0.14
H -6.375 -7.505 4.910 0.13
H -5.933 -6.551 3.498 0.13
```

Computed, not measured: C16H33AlBr2F3NNaO6 as an isolated structure, with ωB97M-V/def2-TZVPD.

For the orbital gap, the calculation gives 1.238 eV. The HOMO energy is -0.31992 Ha. Its charge is +1. As for the spin multiplicity: 1.

Structure (XYZ):
```
63
Properties=species:S:1:pos:R:3:lowdin_charge:R:1
C -3.158 1.162 2.241 -0.08
C -3.789 0.512 0.856 -0.22
O -4.154 1.635 -0.022 -0.17
C -3.474 1.569 -1.325 -0.20
C -1.828 1.751 -1.225 -0.13
C -1.323 2.482 -2.635 -0.17
C 0.181 1.915 -3.101 -0.27
C 0.051 1.101 -4.514 -0.36
N 0.411 -0.395 -4.414 -0.51
Br 2.179 -0.490 -3.867 1.00
C -0.616 -1.159 -3.643 -0.20
C -0.162 -2.510 -2.873 -0.17
C -0.323 -2.246 -1.239 -0.14
C 0.994 -1.576 -0.535 -0.21
O 2.097 -2.560 -0.287 -0.13
C 3.067 -1.772 0.533 -0.13
O 2.915 -1.754 1.863 -0.01
H -4.089 1.425 2.925 0.08
H -2.432 0.402 2.777 0.09
H -2.597 2.168 1.961 0.08
H -3.072 -0.281 0.372 0.11
H -4.798 -0.028 1.176 0.10
H -3.848 2.504 -1.964 0.06
H -3.741 0.590 -1.945 0.15
H -1.326 0.711 -1.035 0.08
H -1.641 2.503 -0.331 0.14
H -2.073 2.346 -3.523 0.11
H -1.173 3.627 -2.395 0.14
H 0.552 1.277 -2.187 0.13
H 0.963 2.811 -3.203 0.04
H -0.989 1.269 -5.077 0.17
H 0.866 1.551 -5.260 -0.04
H 0.370 -0.736 -5.421 0.17
H -1.203 -0.486 -2.850 0.14
H -1.460 -1.474 -4.428 0.17
H 0.855 -2.989 -3.179 0.12
H -0.987 -3.341 -3.113 0.14
H -1.311 -1.622 -0.995 0.11
H -0.516 -3.311 -0.744 0.15
H 1.394 -0.600 -1.045 0.09
H 0.648 -1.242 0.559 0.15
H 3.965 -1.177 0.069 0.14
F -6.097 0.055 2.296 -0.63
Al 0.603 3.326 -5.107 1.08
O 1.616 0.663 8.090 0.10
C 2.313 0.153 7.228 -0.46
O 3.579 -0.313 7.438 0.03
C 4.133 -0.740 6.194 -0.17
C 2.948 -1.015 5.305 -0.17
C 1.932 -0.012 5.788 -0.09
H 4.770 0.060 5.802 0.13
H 4.743 -1.635 6.350 0.13
H 3.180 -0.926 4.240 0.10
H 2.576 -2.031 5.487 0.13
H 2.037 0.950 5.278 0.13
H 0.913 -0.393 5.691 0.13
F -4.452 3.615 -2.871 -0.28
O 5.579 -2.891 -1.864 -0.29
H 6.247 -2.351 -1.414 -0.17
H 4.812 -2.854 -1.273 -0.02
F -5.483 3.322 -1.026 -0.10
Br 6.274 -0.527 -2.150 -0.07
Na -7.647 -0.020 3.561 0.79
```

Computed, not measured: C16H33AlBrFIO32S8 as an isolated structure, with ωB97M-V/def2-TZVPD.

For the orbital gap, the calculation gives 7.418 eV. The value obtained for the energy above the lowest of the compared OMol25 structures with the same formula, charge and spin is 0.000 eV. The HOMO energy is -0.22641 Ha. Its charge is -1. As for the spin multiplicity: 1.

Structure (XYZ):
```
93
Properties=species:S:1:pos:R:3:lowdin_charge:R:1
F -2.056 -6.794 -0.694 -0.36
Al -2.194 -8.153 -1.753 -0.63
Br -0.487 -9.722 -1.177 0.04
I -4.553 -9.160 -1.397 0.16
H -2.016 -7.749 -3.267 -0.12
C 0.168 -3.937 1.265 -0.15
C 0.559 -4.853 0.134 -0.13
O 1.035 -3.952 -0.895 -0.18
S 1.738 -2.699 -0.212 0.60
O 3.148 -2.877 -0.191 -0.22
O 1.174 -1.512 -0.770 -0.25
O 1.179 -2.906 1.265 -0.19
H -0.801 -3.472 1.072 0.14
H 0.143 -4.450 2.218 0.10
H -0.286 -5.441 -0.212 0.12
H 1.374 -5.521 0.415 0.14
C 2.824 1.591 -1.316 -0.14
C 1.855 0.927 -2.270 -0.14
O 1.586 1.961 -3.247 -0.18
S 2.876 2.863 -3.445 0.60
O 3.575 2.480 -4.623 -0.22
O 2.483 4.219 -3.243 -0.24
O 3.693 2.373 -2.174 -0.18
H 2.327 2.270 -0.631 0.11
H 3.410 0.870 -0.755 0.14
H 0.930 0.627 -1.791 0.12
H 2.300 0.069 -2.774 0.14
C -1.154 2.394 2.068 -0.16
C -1.418 1.114 1.302 -0.14
O -0.106 0.633 0.975 -0.20
S 0.914 1.003 2.148 0.60
O 1.079 -0.102 3.019 -0.20
O 2.028 1.648 1.544 -0.23
O -0.005 2.088 2.883 -0.18
H -0.901 3.211 1.392 0.10
H -1.986 2.683 2.703 0.13
H -1.980 1.279 0.388 0.14
H -1.924 0.368 1.918 0.14
C 6.598 4.925 -5.016 -0.16
C 6.416 3.587 -5.701 -0.16
O 7.737 3.254 -6.164 -0.19
S 8.828 3.811 -5.135 0.60
O 9.224 2.777 -4.248 -0.22
O 9.785 4.564 -5.864 -0.23
O 7.857 4.809 -4.339 -0.19
H 6.664 5.743 -5.737 0.13
H 5.813 5.133 -4.294 0.13
H 5.735 3.634 -6.545 0.14
H 6.079 2.821 -5.004 0.12
C -2.101 -7.357 5.719 -0.15
C -1.773 -5.890 5.912 -0.16
O -0.356 -5.816 5.687 -0.19
S 0.065 -6.890 4.572 0.62
O 0.120 -6.250 3.305 -0.22
O 1.152 -7.651 5.069 -0.21
O -1.276 -7.757 4.619 -0.17
H -1.829 -7.949 6.596 0.13
H -3.145 -7.527 5.466 0.13
H -1.997 -5.534 6.914 0.13
H -2.279 -5.265 5.174 0.14
C 1.080 6.962 -1.933 -0.15
C 2.224 7.299 -2.863 -0.15
O 1.636 8.190 -3.828 -0.18
S 0.517 9.087 -3.123 0.60
O 1.067 10.342 -2.751 -0.22
O -0.676 9.004 -3.887 -0.22
O 0.360 8.201 -1.793 -0.24
H 0.418 6.212 -2.368 0.14
H 1.421 6.628 -0.956 0.14
H 2.618 6.418 -3.356 0.10
H 3.026 7.827 -2.341 0.14
C -8.484 -7.715 2.128 -0.16
C -7.705 -8.940 1.696 -0.16
O -6.436 -8.790 2.344 -0.19
S -6.626 -8.071 3.755 0.59
O -6.687 -9.044 4.790 -0.23
O -5.730 -6.974 3.838 -0.23
O -8.115 -7.527 3.503 -0.20
H -8.187 -6.832 1.559 0.14
H -9.559 -7.854 2.059 0.13
H -7.560 -8.993 0.620 0.12
H -8.170 -9.862 2.054 0.13
C -0.777 7.997 1.099 -0.14
C -2.226 8.256 0.745 -0.14
O -2.668 7.018 0.165 -0.18
S -1.926 5.792 0.872 0.59
O -2.766 5.252 1.882 -0.22
O -1.359 4.969 -0.137 -0.22
O -0.769 6.640 1.580 -0.18
H -0.133 8.065 0.221 0.10
H -0.408 8.657 1.878 0.14
H -2.348 9.057 0.022 0.14
H -2.829 8.460 1.632 0.13
```

Computed, not measured: a 4-piece molecular cluster, C16H33BClFNO7 overall, with ωB97M-V/def2-TZVPD.

For the orbital gap, the calculation gives 6.343 eV. The HOMO energy is -0.15737 Ha. Its charge is -1. As for the spin multiplicity: 1.

Structure (XYZ):
```
60
Properties=species:S:1:pos:R:3:lowdin_charge:R:1
C 1.838 5.717 -0.405 0.11
C 0.899 5.270 -1.026 -0.18
N -0.310 4.634 -1.438 -0.13
C -0.207 3.169 -1.434 -0.15
C -0.223 2.481 0.007 -0.11
F 0.577 1.284 -0.123 -0.13
C -1.502 5.201 -0.791 -0.50
Cl -1.695 6.907 -1.529 0.65
B -2.907 4.478 -1.099 -0.60
O -3.213 3.702 -2.232 0.13
O -3.957 4.690 -0.143 -0.03
C -4.414 3.450 0.415 -0.10
C -1.329 5.487 0.793 -0.65
O -0.876 6.581 1.186 -0.08
O -1.696 4.598 1.697 -0.11
H 2.835 6.073 -0.075 0.04
H 0.827 2.925 -1.843 0.13
H -0.907 2.645 -2.158 0.12
H 0.299 3.191 0.706 0.12
H -1.272 2.254 0.356 0.12
H -4.169 3.518 -2.281 0.10
H -4.599 2.640 -0.351 0.08
H -3.757 3.094 1.271 0.10
H -5.422 3.670 0.897 0.10
C -4.750 -1.880 1.456 -0.07
C -4.683 -0.602 0.634 -0.50
C -5.347 -0.779 -0.723 -0.07
O -3.320 -0.228 0.449 -0.05
H -4.226 -2.697 0.950 0.08
H -4.260 -1.740 2.422 0.08
H -5.785 -2.184 1.631 0.08
H -5.171 0.211 1.178 0.14
H -4.844 -1.559 -1.303 0.08
H -5.281 0.142 -1.305 0.07
H -6.401 -1.050 -0.615 0.08
H -2.880 -0.940 -0.032 0.09
C 2.773 -1.872 -0.020 -0.06
C 3.926 -1.126 0.632 -0.50
C 3.654 -0.866 2.105 -0.06
O 4.129 0.115 -0.040 -0.06
H 1.851 -1.287 0.036 0.08
H 2.976 -2.042 -1.080 0.08
H 2.604 -2.837 0.463 0.06
H 4.848 -1.706 0.525 0.13
H 2.760 -0.247 2.232 0.08
H 4.485 -0.319 2.558 0.08
H 3.511 -1.802 2.652 0.08
H 3.319 0.637 0.048 0.08
C 4.758 -5.614 -1.619 -0.06
C 4.023 -5.431 -0.300 -0.50
C 4.518 -6.412 0.751 -0.06
O 2.625 -5.621 -0.506 -0.06
H 4.595 -6.620 -2.020 0.08
H 4.384 -4.911 -2.366 0.08
H 5.832 -5.458 -1.498 0.08
H 4.162 -4.409 0.058 0.12
H 4.347 -7.445 0.432 0.08
H 3.974 -6.276 1.689 0.08
H 5.586 -6.280 0.944 0.08
H 2.491 -6.523 -0.823 0.09
```

Computed, not measured: a 2-piece molecular cluster, C16H33BrFN4O9S2 overall, with ωB97M-V/def2-TZVPD.

For the orbital gap, the calculation gives 1.569 eV. The HOMO energy is -0.05529 Ha. Its charge is -1. As for the spin multiplicity: 1.

Structure (XYZ):
```
66
Properties=species:S:1:pos:R:3:lowdin_charge:R:1
C 2.857 -2.257 2.799 0.01
C 2.720 -0.739 2.614 -0.35
F 1.813 -0.258 3.556 0.02
N 2.309 -0.340 1.298 0.01
C 1.301 -0.846 0.626 -0.22
N 0.485 -1.802 1.096 0.25
C 1.054 -0.294 -0.778 -0.24
C 0.843 -1.439 -1.793 -0.10
C -0.478 -1.386 -2.598 -0.16
C -0.565 -0.243 -3.636 -0.26
N -1.988 0.124 -3.842 0.01
C -0.076 0.732 -0.527 -0.16
O -1.249 0.105 -0.127 -0.09
C -2.457 0.798 -0.437 -0.24
O -3.025 1.341 0.698 -0.09
C -3.904 0.399 1.353 -0.16
C -5.344 0.826 1.301 -0.25
O -5.974 0.363 0.118 -0.08
C 2.353 0.606 -0.867 -0.25
S 3.408 0.496 -2.332 0.60
C 4.218 -1.106 -2.497 -0.15
O 4.325 1.595 -2.398 -0.32
O 2.497 0.601 -3.451 -0.31
C 3.003 0.730 0.551 -0.60
Br 4.938 0.310 0.504 0.90
C 2.648 2.047 1.317 -0.15
C 3.838 2.907 1.764 -0.32
N 4.407 3.616 0.608 0.00
H 3.841 -2.533 3.177 0.09
H 2.153 -2.544 3.585 0.10
H 2.621 -2.844 1.914 0.08
H 3.672 -0.282 2.876 0.12
H 0.237 -1.592 2.064 0.15
H -0.340 -1.882 0.506 0.13
H 1.643 -1.533 -2.527 0.09
H 0.825 -2.396 -1.260 0.12
H -0.497 -2.320 -3.174 0.12
H -1.363 -1.432 -1.966 0.11
H 0.020 0.639 -3.384 0.08
H -0.180 -0.648 -4.578 0.11
H -2.298 -0.283 -4.713 0.07
H -2.077 1.131 -3.884 0.06
H 0.213 1.445 0.264 0.14
H -0.176 1.349 -1.431 0.14
H -3.155 0.086 -0.887 0.14
H -2.335 1.620 -1.153 0.14
H -3.775 -0.630 1.007 0.14
H -3.625 0.405 2.414 0.13
H -5.355 1.932 1.265 0.11
H -5.889 0.494 2.193 0.11
H -6.926 0.439 0.294 0.08
H 1.950 1.616 -1.006 0.12
H 5.293 -0.951 -2.417 0.06
H 3.907 -1.728 -1.652 0.05
H 3.931 -1.576 -3.434 0.08
H 2.064 1.839 2.215 0.12
H 2.012 2.702 0.714 0.12
H 3.412 3.669 2.437 0.12
H 4.584 2.371 2.352 0.08
H 4.834 4.486 0.907 0.07
H 3.656 3.907 -0.010 0.07
O -6.714 -3.232 1.455 -0.48
S -7.373 -2.371 2.475 0.16
O -6.375 -2.016 3.526 -0.49
O -8.506 -3.105 3.085 -0.47
O -7.864 -1.119 1.829 -0.48
```

Computed, not measured: C16H33ClP2Sn as an isolated structure, with ωB97M-V/def2-TZVPD.

For the orbital gap (alpha / beta), the calculation gives 6.670 / 6.716 eV. The value obtained for the energy above the lowest of the compared OMol25 structures with the same formula, charge and spin is 0.000 eV. The HOMO energy (alpha / beta) is -0.47329 / -0.47327 Ha. Its charge is +2. As for the spin multiplicity: 1.

Structure (XYZ):
```
53
Properties=species:S:1:pos:R:3:lowdin_charge:R:1
P -1.360 1.684 -0.928 0.95
P -0.226 -2.038 -0.843 1.02
C -1.418 0.245 -2.049 -0.27
C -1.691 -1.118 -1.413 -0.30
H -0.482 0.275 -2.641 0.08
H -2.246 0.468 -2.748 0.12
H -2.432 -1.087 -0.603 0.09
H -2.104 -1.791 -2.174 0.10
C 0.143 -3.185 -2.224 -0.17
H 0.943 -3.887 -1.940 0.08
H 0.476 -2.649 -3.130 0.08
H -0.760 -3.766 -2.473 0.07
C -0.661 -2.885 0.680 -0.24
H -1.135 -3.851 0.459 0.09
H -1.418 -2.298 1.247 -0.09
H 0.213 -3.084 1.313 0.04
C -1.450 3.066 -2.101 -0.17
H -1.210 4.006 -1.587 0.08
H -2.495 3.092 -2.450 0.07
H -0.777 2.915 -2.959 0.08
C -2.877 1.822 0.020 -0.14
H -3.281 0.833 0.285 0.06
H -3.599 2.342 -0.634 0.08
H -2.702 2.429 0.923 0.08
Sn -1.074 -1.493 3.553 1.12
C 1.345 -0.920 -1.118 -0.33
C 1.758 0.079 -2.038 -0.12
C 2.953 0.846 -1.676 -0.15
C 2.622 2.158 -0.844 -0.16
C 1.220 2.532 -0.837 -0.09
C 0.184 1.988 0.012 -0.36
C 0.395 0.657 0.828 -0.19
C 1.434 -0.338 0.367 -0.22
C -0.993 0.443 4.526 -0.35
H 2.132 -1.691 -1.204 0.14
H 1.438 0.081 -3.079 0.12
H 3.539 1.152 -2.554 0.13
H 3.618 0.228 -1.041 0.13
H 3.027 2.062 0.176 0.13
H 3.152 2.994 -1.331 0.13
H 0.919 3.364 -1.475 0.10
H -0.186 2.732 0.766 0.15
H -0.587 0.161 0.916 0.06
H 0.586 0.968 1.880 0.12
H 2.419 0.111 0.507 0.10
H 1.418 -1.200 1.048 0.04
H -0.597 0.242 5.528 0.00
H -2.040 0.803 4.553 -0.01
H -0.380 1.193 4.028 -0.02
Cl 1.995 -1.533 3.621 0.50
C 0.733 -2.681 4.105 -0.80
H 0.824 -3.635 3.564 0.00
H 0.695 -2.845 5.190 0.01
```